<i>
46
Properties=species:S:1:pos:R:3 method="wB97M-V/def2-TZVPD" smiles="Cc1cccc(NC(=O)CNC(=O)CNC(=O)Cc2ccccc2)c1" e_homo_ev=-8.449 charge=0 homo_lumo_gap_ev=9.0
O -0.900 -1.552 1.348
O 2.786 -3.477 -0.430
O -3.862 -1.422 -2.137
N -3.246 -1.305 0.028
N 1.809 -1.572 0.386
N -0.447 -3.566 0.437
C 3.201 1.797 -0.043
C -0.846 2.834 0.806
C 2.625 -0.550 -0.117
C 1.945 -2.906 0.228
C 2.418 0.735 0.380
C -1.240 -2.506 0.668
C -2.972 1.475 -0.367
C -0.684 2.223 -0.427
C -2.629 -2.604 0.051
C 2.983 3.177 0.501
C -4.093 0.700 -1.001
C -3.721 -0.772 -1.124
C 3.621 -0.772 -1.061
C 4.394 0.291 -1.492
C -3.123 2.084 0.872
C 4.192 1.563 -0.991
C 0.876 -3.691 1.018
C -1.740 1.549 -1.009
C -2.067 2.764 1.453
H 0.269 2.266 -0.934
H 3.928 3.709 0.587
H -2.198 3.237 2.415
H -0.024 3.365 1.262
H -3.225 -3.304 0.653
H 1.025 -1.257 0.955
H -4.075 2.031 1.383
H -5.003 0.778 -0.402
H 1.637 0.897 1.111
H 2.338 3.749 -0.168
H 1.160 -4.743 1.026
H 2.511 3.138 1.480
H 0.837 -3.309 2.043
H -2.974 -0.689 0.784
H 4.808 2.383 -1.331
H -4.306 1.071 -2.005
H -2.589 -2.974 -0.978
H -0.736 -4.271 -0.220
H -1.615 1.071 -1.970
H 3.789 -1.765 -1.442
H 5.166 0.119 -2.227

***

<ii>
46
Properties=species:S:1:pos:R:3 method="wB97M-V/def2-TZVPD" smiles="C[C@@H]1CN(C(=O)CCC(=O)NCc2ccccn2)c2ccccc2O1" e_homo_ev=-8.247 charge=0 homo_lumo_gap_ev=9.1
O -1.533 0.468 1.737
O 1.948 -2.571 1.082
O 2.128 1.122 -1.339
N 1.061 0.983 0.655
N 1.533 -2.160 -1.101
N -0.372 -0.699 -2.257
C 2.270 -2.063 0.022
C -0.453 -0.426 1.918
C -2.972 -0.658 -1.328
C 0.202 -2.724 -1.112
C -1.072 3.564 -0.962
C -2.115 -1.685 -0.969
C -1.315 1.470 0.840
C -2.504 0.350 -2.156
C 0.871 0.342 1.942
C -2.299 3.300 -0.377
C -0.070 1.736 0.254
C -2.416 2.259 0.520
C 0.030 2.797 -0.641
C -1.191 0.279 -2.594
C 3.556 -1.270 -0.154
C 3.384 0.148 0.417
C -0.679 -1.207 3.203
C -0.814 -1.660 -1.456
C 2.133 0.791 -0.170
H -3.355 2.026 0.997
H 3.808 -1.204 -1.212
H 0.983 3.015 -1.092
H -2.442 -2.483 -0.320
H -3.988 -0.641 -0.960
H -0.967 4.378 -1.663
H -0.764 1.037 -3.237
H 3.390 0.131 1.504
H 1.658 -0.374 2.157
H 0.155 -3.522 -1.864
H 0.835 1.104 2.730
H -3.137 1.171 -2.450
H -0.617 -0.545 4.063
H -0.425 -1.120 1.067
H -1.666 -1.660 3.184
H 4.360 -1.778 0.379
H 0.074 -1.985 3.286
H 1.715 -1.536 -1.877
H 0.010 -3.162 -0.129
H -3.162 3.902 -0.617
H 4.226 0.758 0.082

***

Which of them is most stable, and which least? Most stable: <i>; least stable: <ii>.